[1]
68
Properties=species:S:1:pos:R:3:forces:R:3 method="wB97M-V/def2-TZVPD" lumo_ev="-7.81 / -7.68" e_homo_ev="-12.79 / -12.87" multiplicity=7 e_above_lowest_kj_mol=0.00 total_energy_ha=-2887.598220 gap_ha="0.183 / 0.191" s_squared=12.0607 total_charge=+2
Eu -0.050852 0.183323 1.059783 -1.37 -1.49 -0.03
P -1.729920 -2.230091 -0.121096 0.58 -0.44 0.16
P 2.003194 2.252026 -0.495807 -2.41 1.20 -1.33
Si -2.547358 1.508750 2.414754 -1.01 -0.10 -1.10
Si -2.662118 2.490269 -0.648885 -0.55 0.18 0.14
O 1.270635 -2.454299 3.183681 0.95 -0.49 2.57
O 3.207882 1.649884 3.990307 -0.90 -0.70 -3.81
N 0.868710 -0.756050 -1.428000 -0.25 0.39 0.90
C -2.790147 -2.607453 -1.569121 -0.29 0.25 -0.26
C -1.986154 4.188405 -0.130771 0.02 -0.02 0.04
C -2.390390 -0.144732 3.327510 -0.04 0.02 0.11
C 2.115083 -0.588116 -3.456859 -0.22 0.66 0.30
C 1.885354 1.468192 -2.125369 0.52 -0.40 -0.12
C -0.286042 -2.866272 -0.964433 2.02 -2.02 1.57
C -2.084364 -3.514547 1.160496 -0.19 -0.10 -0.04
C -2.358314 1.122252 0.588730 0.48 0.69 0.28
C -1.064080 2.538935 2.965955 -0.24 0.14 0.53
C 1.815151 4.084686 -0.755752 0.01 -0.47 0.15
C 1.598354 -0.038781 -2.289434 -0.03 -0.29 0.10
C 2.008243 -1.938791 -3.707181 0.50 0.10 -0.25
C -4.185441 2.319839 2.901633 0.06 0.07 0.34
C 0.711586 -2.118062 -1.632997 0.32 1.50 -1.55
C 1.402854 -2.689316 -2.738174 -0.37 -1.55 0.59
C -4.514511 2.714499 -0.992388 0.04 0.00 -0.07
C 3.712300 2.065572 0.075264 -0.10 -0.58 0.80
C -1.832791 2.073889 -2.293023 -0.04 0.12 -0.30
H 1.125913 2.033837 -2.705045 0.64 -0.11 0.20
H -2.909313 -3.155207 1.787268 0.15 -0.01 -0.11
H -2.399785 -4.481049 0.749683 0.17 0.20 -0.09
H -2.253668 4.945987 -0.887248 0.08 -0.30 0.21
H -0.089183 2.305704 2.498338 0.04 0.23 0.13
H -2.768769 0.018427 4.348642 0.24 -0.24 -0.17
H 3.936135 1.008762 0.251012 0.16 0.22 0.14
H -2.404522 1.300192 -2.823877 0.16 0.10 0.08
H 2.920513 1.607441 -2.497929 -0.72 0.21 -0.44
H 0.448963 1.849178 -0.158504 1.75 0.95 0.12
H 2.246445 -2.334465 3.247888 -0.76 -0.10 -0.47
H -3.748917 -2.112668 -1.542238 -0.35 0.14 0.13
H -5.048909 1.757840 2.499735 0.45 0.15 0.12
H -1.274598 3.602742 2.798502 0.26 -0.20 -0.14
H -2.264050 -2.263646 -2.466225 -0.11 0.04 0.18
H 2.606634 1.005823 3.501570 0.67 0.55 1.83
H 1.703049 4.583878 0.246735 0.09 -0.41 -1.03
H 0.919421 4.280288 -1.406747 0.93 -0.12 0.68
H 2.578499 0.096130 -4.128040 0.42 0.14 -0.61
H 1.140731 -2.834235 4.129439 -0.26 0.86 -2.30
H -4.270726 3.357544 2.533909 0.10 -0.40 0.08
H -0.889871 4.196673 -0.041620 -0.16 0.04 0.11
H 3.526651 2.025483 3.110918 0.25 0.11 2.05
H 0.058981 -3.937424 -0.765451 -0.88 1.26 -0.58
H -2.404637 4.532020 0.826416 0.12 -0.08 -0.22
H 2.773129 4.405184 -1.244023 -0.93 -0.08 0.37
H -4.299275 2.351919 4.001740 0.03 0.02 -0.42
H -2.941465 -3.681863 -1.666887 0.05 -0.03 0.12
H -3.110930 0.344882 0.340393 0.47 0.10 0.02
H -1.216830 -3.678159 1.820775 -0.20 0.20 -0.32
H -3.000119 -0.930276 2.856088 0.17 0.24 0.16
H -0.955439 2.410940 4.053579 0.23 0.06 -0.26
H -5.092903 2.775438 -0.059865 0.17 -0.01 -0.17
H -4.739352 3.625652 -1.570709 0.17 -0.26 0.16
H 3.927437 2.698885 0.947234 -0.14 -0.31 -0.20
H -1.785027 2.954139 -2.952865 -0.05 -0.22 0.11
H 1.400754 -3.777876 -2.823790 -0.23 0.29 -0.07
H -0.812217 1.690661 -2.165431 -0.14 -0.03 0.04
H -4.916477 1.868077 -1.569551 0.11 0.15 0.17
H -1.356384 -0.526386 3.435360 -0.17 -0.06 0.10
H 2.440485 -2.356827 -4.628898 -0.30 0.02 0.65
H 4.335639 2.419305 -0.750976 -0.17 0.02 -0.10



[2]
98
Properties=species:S:1:pos:R:3:forces:R:3 method="wB97M-V/def2-TZVPD" lumo_ev=0.93 e_homo_ev=-3.56 total_energy_ha=-3351.938247 gap_ha=0.165 total_charge=-1
F -2.439065 -1.486404 -0.226230 0.77 3.06 1.10
F 0.139271 -1.903735 1.121313 -0.85 3.62 0.91
O -2.402497 4.788276 -2.582495 -0.97 0.35 1.07
O -4.082478 5.684324 -1.474336 1.59 -0.91 -0.50
O -5.786935 -0.154551 -3.429439 0.65 1.28 -0.88
O 2.437074 4.524237 4.878048 -1.21 -0.57 -0.26
O 1.683723 2.985010 -1.333480 0.14 -1.71 -1.04
O -2.317611 0.837020 -0.855851 1.46 -6.46 5.88
O 8.812023 -3.596771 -1.387021 -1.51 0.87 0.26
O -4.157242 -4.231600 1.705947 0.03 -1.70 -0.95
O 11.022154 -0.507612 2.583994 -1.63 0.93 0.27
O -0.951534 -4.708677 -2.130598 0.17 -1.58 -0.94
O 7.297433 -2.249365 -0.524594 0.81 -1.12 -0.99
O 9.507565 0.839794 3.446420 0.77 -1.01 -0.87
O 1.894024 -2.397523 -3.192832 1.48 0.32 1.15
O -6.419164 3.769030 -0.184936 -5.15 -6.39 0.81
O 3.870329 -1.967789 -2.319444 -1.40 -0.18 -0.40
O -1.470314 -6.728132 -2.841888 0.86 1.47 0.16
O -5.477004 1.607213 -4.715281 0.26 -1.33 1.03
O -4.676022 -6.251054 0.994656 0.73 1.28 0.15
O 0.914290 -0.014035 2.400548 -6.12 -4.03 -5.70
O 0.316963 3.972481 4.645771 1.94 0.01 -0.02
O 4.857824 2.164901 3.030144 1.73 0.56 -1.04
O 1.164943 0.965555 -2.044771 0.92 1.33 0.11
O 6.246720 2.695640 1.404552 -0.61 -0.18 1.57
N -5.078492 0.695525 -3.981187 -0.83 0.00 -0.12
N -3.966020 -5.238941 1.014829 -0.66 0.42 0.81
N 1.874946 1.977668 -2.024599 -0.90 0.44 0.91
N 9.899890 0.010346 2.617539 0.70 0.19 0.56
N -0.760312 -5.716019 -2.821716 -0.78 0.15 0.65
N 5.900429 2.664089 2.591131 -0.75 -0.42 -0.50
N 1.529554 3.758731 4.532573 -0.55 0.54 0.28
N -7.678471 2.073617 1.215754 -0.05 0.31 -2.66
N -3.073138 4.975293 -1.560661 -0.62 0.60 -0.45
N -1.262323 0.369391 1.302148 2.13 -3.32 -1.99
N 2.645891 -2.125373 -2.249693 -0.13 -0.08 -0.65
N 7.689759 -3.078814 -1.353475 0.64 0.23 0.67
N -2.029337 0.289132 2.453203 -2.46 0.39 1.08
C -2.773934 -5.237710 0.124449 0.16 0.29 -0.07
C 8.937075 -0.405637 1.562177 -0.33 0.01 -0.06
C -6.013047 0.641008 2.718696 -0.45 -1.67 -1.14
C -2.620295 4.281810 -0.324594 -0.13 -0.04 0.34
C 6.726943 -3.494796 -2.408839 -0.41 0.12 -0.06
C -0.037986 -0.514342 1.604806 4.35 3.38 4.62
C -4.548713 0.002249 2.324757 0.85 -0.03 -0.02
C -7.913293 2.120172 -1.492292 0.48 0.33 0.38
C 2.015081 -1.974842 -0.910564 0.08 0.06 0.30
C 3.067031 1.978900 -2.914979 0.25 0.19 -0.10
C -1.995496 -0.104233 0.067192 -1.09 4.23 -5.94
C -3.611820 0.618460 -3.742901 0.23 -0.25 0.19
C 6.826010 3.284793 3.576967 0.06 0.08 0.35
C -3.306612 1.093062 2.356204 0.06 -0.01 1.12
C 0.431774 -5.714787 -3.712096 0.29 0.24 -0.08
C 1.928167 2.460579 3.924496 0.32 -0.13 -0.04
C -7.276981 2.748227 -0.111781 2.66 3.74 -0.64
C -6.828424 0.821571 1.275450 1.58 -0.23 0.36
H 1.287357 -1.163619 -0.978391 0.08 -0.29 -0.12
H -3.336065 1.882418 1.492928 -0.10 -1.50 1.30
H -3.299536 4.535669 0.491965 0.07 -0.01 -0.32
H -3.127498 0.478444 -4.711454 -0.15 0.19 0.11
H 6.580117 -4.572654 -2.314588 0.19 0.17 -0.08
H 0.961267 -4.767231 -3.592279 -0.23 -0.15 0.04
H -6.611121 -0.203335 3.303900 1.23 1.99 -0.91
H -2.139131 -6.074645 0.422490 -0.23 0.04 -0.15
H -3.416190 1.716530 3.368410 0.18 -1.22 -2.00
H 7.995476 0.126444 1.713369 0.29 -0.09 0.02
H 1.505983 2.424657 2.918172 -0.12 -0.13 0.31
H 7.779269 2.756246 3.512141 -0.13 0.12 -0.11
H -4.522072 -0.472478 1.230513 -0.46 0.93 2.29
H -3.128889 -5.353930 -0.901571 0.09 -0.11 0.29
H -1.607852 4.626884 -0.105275 -0.11 -0.19 -0.17
H 1.066577 -6.551723 -3.414055 -0.23 0.05 -0.12
H -7.417727 2.701364 -2.393118 -1.09 -1.38 1.88
H 9.375249 -0.147298 0.595982 -0.02 -0.21 0.20
H 8.790249 -1.483495 1.656427 0.15 0.21 -0.15
H 2.790638 -1.737204 -0.179386 -0.14 -0.05 -0.27
H 3.018311 2.407751 3.887392 -0.53 0.18 0.12
H 1.524607 1.664372 4.553351 -0.16 0.17 -0.29
H -4.213801 -0.890198 3.042732 -0.79 2.15 -1.45
H 2.712076 1.862679 -3.940998 0.04 -0.13 0.22
H -5.959312 1.626290 3.347664 -0.05 -1.87 -1.41
H -5.982604 0.950447 0.459916 -1.68 -0.48 1.56
H 1.531732 -2.922774 -0.665584 -0.05 0.25 -0.17
H 6.936189 4.337318 3.308141 0.03 -0.24 -0.06
H -3.405081 -0.226360 -3.082508 -0.15 0.31 -0.09
H -2.244441 -4.290154 0.244265 -0.26 -0.18 0.02
H 3.701834 1.141964 -2.616937 -0.19 0.05 -0.12
H -7.684062 0.961864 -1.531761 -0.37 2.42 0.03
H 3.596524 2.926456 -2.795161 -0.23 -0.22 0.07
H 5.785344 -2.962715 -2.257646 0.34 -0.11 0.03
H 6.396726 3.184930 4.576128 -0.01 -0.02 -0.33
H 7.165117 -3.236457 -3.375033 0.02 -0.17 0.20
H -9.077803 2.253799 -1.515204 2.21 -0.16 0.17
H -8.697673 1.803269 1.132254 1.60 0.39 -0.06
H -7.444989 -0.142727 1.029399 1.21 1.76 0.45
H -3.304005 1.556587 -3.276656 -0.04 -0.17 -0.15
H 0.076818 -5.831008 -4.738116 0.04 -0.12 0.23
H -2.639935 3.208260 -0.523010 0.19 0.12 -0.01



[3]
74
Properties=species:S:1:pos:R:3:forces:R:3 method="wB97M-V/def2-TZVPD" lumo_ev="-5.46 / -6.36" e_homo_ev="-11.33 / -11.33" multiplicity=3 total_energy_ha=-1709.811392 gap_ha="0.216 / 0.183" s_squared=2.0041 total_charge=+1
Pt 1.664324 7.852072 -11.799880 2.63 0.70 -0.47
F 3.179809 9.296187 -11.858013 -1.24 -0.60 0.04
O -0.490130 9.851049 -16.569853 0.51 -0.12 -0.08
O 2.314559 7.163244 -13.774135 -1.24 -0.18 0.76
O 1.534137 8.289885 -6.116596 -0.10 0.52 0.08
O -0.898441 10.940863 -10.483842 0.29 -0.73 -0.35
O 3.456162 6.693903 -10.982471 -1.15 -0.54 0.05
O 5.951475 11.948325 -10.121088 0.27 0.24 -0.09
N 6.514828 10.846048 -12.067238 1.11 0.03 -1.17
N 0.904089 12.298619 -10.391943 1.73 0.19 -0.38
N 4.034927 6.278454 -14.955928 0.22 0.72 1.20
N 1.615927 10.381937 -15.859474 1.62 0.81 0.52
N 5.300398 5.370390 -11.054445 -0.30 -1.35 0.30
N 3.124059 9.434373 -7.260925 0.50 0.15 0.78
C 1.928898 11.223266 -16.971093 0.16 0.76 -1.75
C 0.215335 11.237573 -10.871049 -0.79 1.32 0.59
C 3.473096 4.974293 -15.173023 -0.61 -0.93 -0.18
C 5.978123 9.970908 -13.084405 -2.19 -0.16 0.05
C 5.853094 11.026883 -10.895121 -0.35 -0.98 -0.24
C 0.513490 13.100987 -9.265788 -0.55 -0.20 1.72
C 3.428000 7.270742 -14.302896 1.34 -0.55 -1.18
C 3.584451 9.822681 -8.566657 0.41 0.51 -0.18
C 2.313260 10.788383 -14.641276 -0.34 -0.61 0.24
C 6.624097 5.008925 -10.542079 -0.10 0.88 0.14
C 2.328296 12.457866 -10.706481 -0.24 1.05 0.19
C 1.860056 9.046803 -7.009276 -0.32 -0.98 -0.33
C 4.633714 4.272091 -11.738958 -0.74 -0.07 -0.57
C 7.387201 11.902093 -12.565067 0.16 0.79 0.78
C 4.615703 6.434937 -10.653617 1.03 0.90 -0.85
C 5.396722 6.443592 -15.441606 0.14 0.25 -1.33
C 0.414066 9.803485 -15.765689 -1.59 -0.38 0.18
C 4.181300 9.078048 -6.300049 -0.17 0.21 -0.75
H 7.179955 4.579383 -11.370973 0.15 -0.10 0.15
H 7.130553 5.908828 -10.192334 0.06 -0.03 -0.07
H 5.480451 9.097958 -12.650541 0.53 -0.16 0.25
H 6.599736 9.678171 -13.926105 0.76 0.15 0.51
H 1.141641 9.420339 -7.759382 -0.08 0.09 -0.01
H 3.725360 4.646986 -12.206408 0.01 0.03 0.01
H 5.257828 3.834013 -12.517162 0.28 0.29 0.03
H 2.996301 11.261930 -17.204530 0.07 -0.32 0.42
H 1.633164 12.274140 -16.871158 -0.22 -0.11 0.46
H 2.607901 12.049198 -11.673715 -0.02 -0.43 0.16
H 4.881981 9.911915 -6.294094 0.27 -0.20 -0.03
H 2.475337 4.887446 -14.748742 0.04 0.22 -0.01
H -0.525257 12.938838 -8.987419 -0.12 0.14 -0.46
H 5.098523 10.446693 -13.544151 0.21 0.25 -0.21
H 4.013090 8.189722 -14.417580 -0.31 0.25 0.74
H 1.989352 10.190208 -13.787455 -0.22 0.07 -0.06
H 1.051707 12.847079 -8.339637 0.24 -0.57 -0.24
H 3.388332 10.618926 -14.678829 0.04 0.17 -0.45
H 4.086049 4.175094 -14.754504 0.18 0.23 0.22
H 0.742311 10.784003 -11.733737 0.00 -0.29 0.09
H 8.139932 12.095737 -11.800118 -0.11 0.26 -0.02
H 0.296467 9.246326 -14.818644 0.04 -0.04 0.14
H 2.797592 10.057283 -9.281261 -0.36 -0.22 0.25
H 5.258556 7.181435 -10.167267 -0.25 -0.07 0.39
H 4.211185 9.048033 -9.021987 -0.09 -0.22 0.07
H 1.454394 10.892475 -17.894749 -0.21 -0.28 0.25
H 6.555403 4.322919 -9.699103 -0.06 -0.19 -0.15
H 3.412735 4.747394 -16.240197 -0.05 0.28 -0.03
H 5.187313 10.161248 -10.715934 -0.10 0.13 0.07
H 2.558472 13.526712 -10.743712 -0.23 0.04 -0.26
H 4.643743 8.153705 -6.650703 0.36 0.01 0.17
H 5.307500 6.486196 -16.531151 0.44 -0.28 -0.01
H 3.832226 8.925052 -5.285024 -0.47 0.01 -0.16
H 2.946387 12.131858 -9.872274 0.14 -0.53 -0.20
H 4.338309 3.434174 -11.104577 0.15 0.25 0.43
H 6.809346 12.814584 -12.736344 0.11 0.07 0.07
H 6.040245 5.616043 -15.147942 -0.26 -0.17 0.02
H 0.751029 14.164092 -9.314963 -0.26 0.01 -0.94
H 7.934344 11.691796 -13.480577 -0.32 -0.63 -0.03
H 2.110922 11.839831 -14.433466 0.10 0.08 0.08
H 4.212266 10.716574 -8.522544 0.04 0.01 0.15
H 5.927641 7.353774 -15.164946 -0.58 0.17 0.45